1.
{
  "formula": "C2H3O4",
  "method": "wB97M-V/def2-TZVPD",
  "homo_ev": [-7.9, -10.7],
  "mol_weight_g_mol": 91.0,
  "s2": 3.771,
  "multiplicity": 4,
  "fmax_ha_per_bohr": 0.0662,
  "species": ["O", "O", "O", "O", "C", "C", "H", "H", "H"],
  "positions_angstrom": [[1.73217, -1.31206, 2.23515], [-1.02629, -1.51285, 0.39131], [-0.91631, 3.27657, -2.26761], [-1.91926, 2.80410, -1.40378], [0.07708, -1.01352, 0.63982], [1.08966, -1.86603, 1.35226], [0.80342, -2.92601, 1.05878], [-0.28184, 2.52702, -2.45918], [0.44138, 0.02278, 0.45324]]
}



2.
{
  "formula": "C2H3O4P",
  "method": "wB97M-V/def2-TZVPD",
  "homo_ev": -11.7,
  "mol_weight_g_mol": 122.0,
  "fmax_ha_per_bohr": 0.0733,
  "species": ["P", "O", "O", "O", "O", "C", "C", "H", "H", "H"],
  "positions_angstrom": [[-1.01793, -0.23717, 1.51018], [0.08581, 0.55580, 2.74098], [-2.43313, 0.08022, 1.74242], [1.12390, -1.08466, 4.00221], [-0.40724, -1.49319, 2.34423], [-0.10115, 0.05772, -0.03158], [0.38835, -0.67682, 3.17252], [-0.02607, -0.83458, -0.57788], [-0.62562, 0.74233, -0.55297], [0.93600, 0.49540, 0.18494]]
}



Record-wise relative energy (zero: lowest compared OMol25 entry of this formula, charge and spin) values, in kcal per mole: 66.8, 4.0